73
Properties=species:S:1:pos:R:3 method="wB97M-V/def2-TZVPD" fmax_ev_per_a=1.7 smiles=CCP(C)CO[C@H](COC)C(F)(F)C(F)F.ClC(Cl)(Cl)Cl.ClC(Cl)(Cl)Cl.ClC(Cl)(Cl)Cl.ClC(Cl)(Cl)Cl.ClC(Cl)(Cl)Cl.ClC(Cl)(Cl)Cl.ClC(Cl)(Cl)Cl.ClC(Cl)(Cl)Cl charge=0 energy_ha=-16275.22645 homo_lumo_gap_ha=0.294
Cl 7.57 -1.54 0.76
Cl 8.02 -2.78 -1.80
H -1.03 0.27 0.59
H -2.90 -2.62 2.36
H 1.35 1.99 1.26
Cl -1.38 -8.71 1.35
Cl 5.80 -3.63 -0.16
Cl 11.96 6.36 1.36
C -4.09 1.82 0.06
Cl -1.59 -3.75 -1.50
O -1.63 0.22 -1.40
H 0.27 -1.49 0.68
H 2.71 1.03 1.71
P 1.14 -0.32 -1.37
Cl 4.78 2.84 -1.35
Cl -0.21 3.49 -4.92
Cl -2.31 -6.52 -1.87
F -4.75 1.63 1.20
Cl 6.74 0.81 -0.80
C -0.36 0.75 -1.77
Cl -4.43 2.35 3.73
H 1.14 0.28 1.46
Cl 11.74 3.86 -0.05
Cl -3.59 -9.14 -0.45
C -1.27 -5.21 -2.44
Cl 9.83 5.96 -0.55
C 10.84 5.18 0.68
C -2.03 -2.20 1.87
Cl 0.78 4.31 -2.33
Cl -3.43 -10.64 2.01
C -1.90 0.37 -0.05
C -0.56 4.45 -3.48
C -8.24 2.52 0.34
Cl 6.33 1.71 -3.51
Cl -1.58 -11.18 -0.14
Cl -5.30 2.59 6.48
H -3.46 -0.49 1.20
C 6.37 2.21 -1.81
H -0.38 0.82 -2.85
H -3.60 -0.86 -0.51
H 2.06 1.80 -0.89
Cl -0.75 6.15 -3.94
Cl -7.15 3.70 1.06
Cl -9.32 1.87 1.58
H 3.27 0.62 -0.54
F -2.35 1.87 1.64
C -2.90 -0.73 0.30
Cl -9.20 3.29 -0.93
C 7.48 -3.06 -0.14
H -0.01 -2.39 -0.84
H 1.58 -2.32 -0.13
Cl -7.22 2.05 4.40
Cl 0.42 -5.68 -2.24
H -1.16 -2.83 1.98
H -0.18 1.75 -1.40
Cl -5.97 4.64 4.56
F -1.98 2.78 -0.26
C 2.22 0.84 -0.40
C -2.55 1.72 0.32
Cl -7.30 1.19 -0.37
Cl 9.80 4.55 1.97
F -4.37 3.07 -0.31
O -2.26 -1.98 0.49
H -4.46 1.16 -0.72
C -5.73 2.91 4.79
Cl 8.50 -4.27 0.63
C -2.50 -9.92 0.70
H -1.77 -1.27 2.37
Cl -1.59 -4.90 -4.15
C 0.68 -1.74 -0.29
C 1.82 1.03 1.08
Cl -2.05 3.87 -2.73
Cl 7.60 3.45 -1.58

***

36
Properties=species:S:1:pos:R:3 method="wB97M-V/def2-TZVPD" fmax_ev_per_a=2.9 s2=6.03 multiplicity=5 charge=-1 energy_ha=-1222.33363 homo_lumo_gap_ha="0.065 / 0.223"
H 1.84 0.87 2.48
C -1.84 -1.26 -2.10
C -0.35 1.00 0.93
C 2.72 -0.80 -2.30
C -2.92 -1.00 -1.19
C 2.51 0.36 -1.48
H -1.54 -2.22 -2.50
H 2.50 0.40 -0.40
H 2.03 2.49 -1.99
C -1.93 1.04 -1.73
Ir -1.06 -0.37 -0.29
C -0.23 0.39 2.29
H -3.64 0.93 -0.28
C -2.95 0.42 -0.93
H 2.22 1.64 -4.58
Cl 0.23 -2.00 0.58
H -2.16 -1.35 4.51
C 1.07 -0.21 4.23
C -1.22 0.00 -2.42
C 2.33 1.02 -3.69
H -2.28 -0.22 2.27
H 2.92 -1.80 -1.92
H 2.76 -1.03 -4.54
C 0.99 0.40 2.98
H -3.58 -1.74 -0.74
C -0.05 -0.85 4.78
C 2.24 1.48 -2.33
C -1.28 -0.85 4.10
H -0.40 0.15 -3.10
C 2.64 -0.38 -3.66
H 2.02 -0.19 4.78
H 0.02 -1.33 5.76
H 0.61 1.36 0.52
H -1.72 2.10 -1.82
H -1.12 1.79 0.92
C -1.36 -0.21 2.86

***

43
Properties=species:S:1:pos:R:3 method="wB97M-V/def2-TZVPD" fmax_ev_per_a=1.7 charge=-1 energy_ha=-2839.04493 e_above_lowest_kcal_mol=21.1 homo_lumo_gap_ha="0.237 / 0.237"
O 1.57 0.40 -3.83
N -1.08 -2.24 1.33
H 3.06 1.44 0.31
H -2.25 -5.46 -3.20
C -2.44 -5.14 -2.19
C 2.16 0.23 3.80
H -1.15 1.54 -3.90
C 1.21 2.70 -1.63
H -4.09 -6.08 0.61
C 1.17 0.44 -2.68
H 4.60 1.93 2.20
O 1.46 -0.36 -1.75
H -0.98 -3.64 -3.42
H 3.95 1.19 4.50
H 2.20 2.62 -2.09
C -3.24 -5.89 -1.35
H 1.28 2.48 -0.57
H -3.69 -6.80 -1.72
C 1.36 -0.05 2.68
C 3.69 1.38 2.37
O -1.07 -3.22 -2.55
O -1.31 -1.30 -0.73
N 1.68 0.47 1.46
Cu 0.46 -0.34 -0.08
H 0.29 2.51 -4.23
C -1.86 -3.95 -1.74
H -3.02 -3.97 1.43
N -0.14 -1.35 1.53
H 1.87 -0.14 4.77
H 0.83 3.71 -1.77
H -1.01 3.15 -3.18
H -0.27 -1.14 3.63
C -2.09 -3.53 -0.42
H -1.21 0.56 -1.59
C 0.26 1.67 -2.27
C 2.83 1.11 1.32
O -0.68 1.31 -1.26
C -1.46 -2.29 0.05
C 3.32 0.96 3.65
C -2.88 -4.31 0.42
C -3.46 -5.48 -0.04
C -0.45 2.26 -3.48
C 0.23 -0.89 2.70

***

42
Properties=species:S:1:pos:R:3 method="wB97M-V/def2-TZVPD" fmax_ev_per_a=1.4 smiles="COCc1c(C#N)c(NCCc2ccc(F)cc2)nc(C)c1[N+](=O)[O-]" charge=0 energy_ha=-1202.52352 e_above_lowest_kcal_mol=8.2 homo_lumo_gap_ha=0.316
C -2.39 1.65 0.03
C 4.65 1.24 0.05
H 1.63 1.87 1.39
F 6.09 -2.07 0.08
N -1.11 1.80 -0.25
H 2.29 2.46 -1.54
H 2.02 -0.54 1.19
O -5.14 1.25 -0.08
H 2.84 3.04 0.82
H -3.92 -2.10 -0.90
C 3.01 -0.33 0.82
N 0.89 1.02 -1.06
N -4.44 0.29 0.16
H 6.58 0.42 -0.45
C 5.19 -1.07 0.22
C -0.39 0.78 -0.72
C -3.07 2.87 0.54
O -2.63 -2.71 0.60
H 3.65 -2.38 0.91
H -3.19 -4.63 0.03
N 0.62 -2.36 -1.66
H -3.14 -4.25 1.78
C 3.37 0.98 0.51
H -3.74 3.27 -0.22
H 1.45 0.22 -1.31
H -4.48 -3.63 0.77
C -3.41 -3.87 0.79
H -3.68 2.65 1.42
C -3.04 0.40 -0.12
C -0.13 -1.56 -1.30
C 2.35 2.09 0.60
H -2.32 -2.66 -1.45
H 0.84 3.02 -0.65
O -4.85 -0.76 0.62
C -2.85 -2.11 -0.66
C -2.30 -0.71 -0.56
C 3.92 -1.36 0.68
C 5.57 0.22 -0.10
H 4.93 2.25 -0.20
C 1.59 2.23 -0.73
H -2.32 3.61 0.79
C -0.96 -0.52 -0.87

***

49
Properties=species:S:1:pos:R:3 method="wB97M-V/def2-TZVPD" fmax_ev_per_a=0.6 charge=+1 energy_ha=-2238.18145 e_above_lowest_kcal_mol=2.0 homo_lumo_gap_ha=0.291
N -3.65 -2.00 -0.18
O -2.34 1.13 2.60
H -3.06 3.32 1.62
H 1.85 -3.05 -2.92
C -2.72 -3.06 1.67
H 1.12 3.69 -3.87
C 2.48 0.55 1.88
H -4.26 -1.69 -0.92
H 2.82 1.90 -0.88
I 4.99 0.86 3.70
C -2.29 4.32 -0.16
C 3.78 1.04 2.04
N -0.57 2.14 -0.27
C -2.36 3.32 0.80
C 1.37 -2.87 0.16
C -0.48 3.13 -1.18
C 1.65 -1.44 -1.56
H -2.89 -2.56 2.63
C 2.30 -3.58 -0.83
H -1.23 4.98 -1.92
H 1.91 -4.57 -1.05
C 0.64 3.08 -2.16
N 3.00 1.55 0.06
H -0.81 -2.15 1.15
H 3.39 -2.40 -2.37
O 1.73 2.61 -1.93
O 1.41 -0.31 -2.06
H 4.96 2.21 0.53
S -1.69 -0.55 -1.25
O 0.91 -3.30 1.18
C -1.48 2.25 0.70
N 2.03 0.88 0.68
N -1.77 -2.28 0.87
N 1.12 -1.61 -0.35
H -4.87 -2.80 1.34
C 4.08 1.67 0.85
C -1.34 4.21 -1.16
H 1.85 0.00 2.57
H -4.13 -4.01 0.27
C -3.98 -3.05 0.78
H -2.96 5.17 -0.12
O -0.56 0.26 1.57
C 2.38 -2.65 -2.06
H -2.34 -4.06 1.85
C -1.51 1.14 1.73
C -2.36 -1.65 -0.12
Ir 0.29 0.23 -0.24
O 0.34 3.70 -3.30
H 3.27 -3.71 -0.35

***

37
Properties=species:S:1:pos:R:3 method="wB97M-V/def2-TZVPD" fmax_ev_per_a=2.9 s2=6.13 multiplicity=5 charge=+2 energy_ha=-1917.87486 homo_lumo_gap_ha="0.244 / 0.294"
H 2.72 -2.12 -1.49
H -1.23 -3.50 3.43
H 3.26 -0.51 0.64
C -2.18 1.26 1.69
C 2.46 1.14 -0.63
C 2.51 -1.05 -1.42
H -3.32 3.09 1.69
C 1.96 1.15 -1.98
C -1.42 0.60 -2.33
H -2.81 0.72 2.40
H -1.64 4.31 0.23
C 0.43 -3.25 2.06
C -0.67 -0.77 1.46
H -2.18 -1.24 2.91
Mn 0.72 -0.08 -0.82
C -1.28 -1.59 2.42
C -0.74 -2.85 2.71
C 2.79 -0.21 -0.29
H 0.92 -4.20 2.29
H 1.83 -2.79 0.47
H 1.74 -0.53 -3.48
H -2.45 0.93 -2.17
C -0.39 2.56 0.00
H -1.74 -1.35 -1.53
N -0.23 1.24 0.24
H 0.35 3.09 -0.59
C -1.51 3.25 0.48
C 0.96 -2.45 1.05
C -1.02 -0.69 -2.02
H -0.79 1.30 -2.90
C -1.07 0.60 1.15
H 1.69 2.03 -2.55
C 2.00 -0.21 -2.48
H -0.30 -1.20 -2.68
H 2.69 2.01 -0.01
N 0.39 -1.27 0.72
C -2.43 2.59 1.30